[1]
Computed, not measured: an isolated molecule of C5H7N3O in a non-equilibrium geometry, with ωB97M-V/def2-TZVPD.

Positions of all 16 atoms, in Å:
1 H -2.7948 -2.0391 0.4560
2 N -2.5203 -1.5695 -0.4048
3 C -1.5498 -0.7010 0.0859
4 N -0.7230 -0.7602 1.2644
5 C 0.7709 -0.3795 1.0744
6 C 0.6205 0.4898 -0.2266
7 C 1.8314 0.9995 -1.0974
8 O 1.6129 1.7388 -2.0251
9 N -0.3749 1.5886 -0.0074
10 C -0.7924 0.3169 -0.7091
11 H -0.6354 -1.6777 2.1353
12 H 1.3662 0.2913 1.8192
13 H 1.4764 -1.1683 0.7596
14 H 2.9564 0.7082 -0.5099
15 H -0.3113 2.1254 -0.7967
16 H -0.9328 0.0369 -1.8179

Computed properties:
- E (Eh) = -434.0511
- largest force on an atom (eV Å⁻¹) = 6.48
- LUMO (eV) = 0.24
- SMILES string = [H]/N=C1\NC[C@]2(C=O)N[C@H]12
- total charge = 0
- highest occupied orbital energy (eV) = -9.086
- relative energy (zero: lowest compared OMol25 entry of this formula, charge and spin) (eV) = 5.259

Löwdin atomic charges, in units of e: H 0.009; N 0.089; C -0.334; N -0.013; C -0.127; C -0.364; C -0.171; O 0.053; N 0.153; C -0.189; H 0.244; H 0.140; H 0.103; H 0.184; H 0.043; H 0.179



[2]
Computed, not measured: a structure of composition C5H7N3O in a non-equilibrium geometry, with ωB97M-V/def2-TZVPD.

Positions of all 16 atoms, in Å:
1 C -0.2263 2.3853 -0.0283
2 C 0.6507 1.4993 -0.5657
3 C -0.7569 0.4293 0.6939
4 C 0.6446 -1.4936 -0.8294
5 C -1.5632 -0.5519 1.4425
6 N -1.1374 1.6831 0.7387
7 N 0.2923 0.2215 -0.0597
8 N 1.9456 -1.5066 -1.1232
9 O -0.2586 -2.2346 -0.9747
10 H -0.3937 3.4631 -0.1924
11 H 1.4842 1.5598 -1.2184
12 H -1.8667 -1.4058 0.7365
13 H -1.2574 -0.9021 2.4180
14 H -2.4532 -0.0425 1.5998
15 H 2.6662 -0.8924 -0.8517
16 H 2.2299 -2.2118 -1.7857

Computed properties:
- E (Eh) = -434.1935
- largest force on an atom (eV Å⁻¹) = 3.99
- LUMO (eV) = 0.23
- total charge = 0
- highest occupied orbital energy (eV) = -8.282
- relative energy (zero: lowest compared OMol25 entry of this formula, charge and spin) (eV) = 1.384

Löwdin atomic charges, in units of e: C -0.161; C -0.122; C -0.491; C -0.317; C -0.024; N 0.078; N 0.072; N 0.192; O 0.156; H 0.101; H 0.073; H 0.096; H 0.074; H 0.043; H 0.102; H 0.126



Copy entry 2 word for word.
Computed, not measured: a structure of composition C5H7N3O in a non-equilibrium geometry, with ωB97M-V/def2-TZVPD.

Positions of all 16 atoms, in Å:
1 C -0.2263 2.3853 -0.0283
2 C 0.6507 1.4993 -0.5657
3 C -0.7569 0.4293 0.6939
4 C 0.6446 -1.4936 -0.8294
5 C -1.5632 -0.5519 1.4425
6 N -1.1374 1.6831 0.7387
7 N 0.2923 0.2215 -0.0597
8 N 1.9456 -1.5066 -1.1232
9 O -0.2586 -2.2346 -0.9747
10 H -0.3937 3.4631 -0.1924
11 H 1.4842 1.5598 -1.2184
12 H -1.8667 -1.4058 0.7365
13 H -1.2574 -0.9021 2.4180
14 H -2.4532 -0.0425 1.5998
15 H 2.6662 -0.8924 -0.8517
16 H 2.2299 -2.2118 -1.7857

Computed properties:
- E (Eh) = -434.1935
- largest force on an atom (eV Å⁻¹) = 3.99
- LUMO (eV) = 0.23
- total charge = 0
- highest occupied orbital energy (eV) = -8.282
- relative energy (zero: lowest compared OMol25 entry of this formula, charge and spin) (eV) = 1.384

Löwdin atomic charges, in units of e: C -0.161; C -0.122; C -0.491; C -0.317; C -0.024; N 0.078; N 0.072; N 0.192; O 0.156; H 0.101; H 0.073; H 0.096; H 0.074; H 0.043; H 0.102; H 0.126



Copy entry 1 word for word.
Computed, not measured: an isolated molecule of C5H7N3O in a non-equilibrium geometry, with ωB97M-V/def2-TZVPD.

Positions of all 16 atoms, in Å:
1 H -2.7948 -2.0391 0.4560
2 N -2.5203 -1.5695 -0.4048
3 C -1.5498 -0.7010 0.0859
4 N -0.7230 -0.7602 1.2644
5 C 0.7709 -0.3795 1.0744
6 C 0.6205 0.4898 -0.2266
7 C 1.8314 0.9995 -1.0974
8 O 1.6129 1.7388 -2.0251
9 N -0.3749 1.5886 -0.0074
10 C -0.7924 0.3169 -0.7091
11 H -0.6354 -1.6777 2.1353
12 H 1.3662 0.2913 1.8192
13 H 1.4764 -1.1683 0.7596
14 H 2.9564 0.7082 -0.5099
15 H -0.3113 2.1254 -0.7967
16 H -0.9328 0.0369 -1.8179

Computed properties:
- E (Eh) = -434.0511
- largest force on an atom (eV Å⁻¹) = 6.48
- LUMO (eV) = 0.24
- SMILES string = [H]/N=C1\NC[C@]2(C=O)N[C@H]12
- total charge = 0
- highest occupied orbital energy (eV) = -9.086
- relative energy (zero: lowest compared OMol25 entry of this formula, charge and spin) (eV) = 5.259

Löwdin atomic charges, in units of e: H 0.009; N 0.089; C -0.334; N -0.013; C -0.127; C -0.364; C -0.171; O 0.053; N 0.153; C -0.189; H 0.244; H 0.140; H 0.103; H 0.184; H 0.043; H 0.179